1.
# C23H78N10O16

16 unconnected molecules or ions with the total composition C23H78N10O16 at a distorted geometry (wB97M-V/def2-TZVPD, the Open Molecules 2025 dataset).

The calculation puts the frontier orbital gap at 8.4 eV. Its multiplicity is 1. The LUMO energy is -0.19 eV. Its highest occupied orbital energy is -8.55 eV. Its energy above the lowest of the compared OMol25 structures with the same formula, charge and spin is 3.1283 eV.

Positions of all 127 atoms, in Å:
C 3.279 28.333 6.786
C 3.071 28.636 5.273
O 1.818 29.136 5.051
H 4.285 28.295 6.918
H 2.886 27.311 6.893
H 2.736 28.921 7.510
H 3.170 27.713 4.761
H 3.845 29.386 4.935
H 1.733 29.185 4.063
C 8.619 24.415 12.523
C 9.714 23.436 12.024
O 10.041 23.816 10.738
H 8.172 24.070 13.417
H 7.909 24.399 11.718
H 9.029 25.477 12.573
H 9.223 22.424 11.994
H 10.560 23.344 12.761
H 10.580 23.124 10.338
C 6.946 27.755 13.234
C 7.001 29.082 12.574
O 7.267 28.813 11.185
H 6.842 27.954 14.276
H 7.847 27.104 13.100
H 6.171 27.118 12.900
H 7.765 29.806 12.903
H 6.006 29.527 12.759
H 8.212 28.834 11.040
C 5.253 25.395 4.945
C 5.525 23.936 4.639
O 5.710 23.268 5.837
H 5.036 25.981 4.086
H 6.172 25.752 5.367
H 4.516 25.774 5.655
H 6.449 23.867 4.169
H 4.867 23.428 3.935
H 6.602 23.380 6.183
C 3.762 28.021 11.351
C 2.997 27.657 10.120
O 1.660 27.471 10.440
H 3.725 27.232 12.135
H 3.365 29.014 11.685
H 4.775 28.214 11.035
H 3.485 26.742 9.701
H 3.178 28.471 9.406
H 1.165 28.280 10.282
C 6.315 28.762 3.938
C 5.952 30.053 3.200
O 6.740 31.196 3.636
H 5.911 28.701 5.010
H 7.382 28.634 3.975
H 5.932 27.934 3.294
H 4.937 30.394 3.302
H 6.255 29.891 2.133
H 7.659 31.021 3.641
C 6.435 22.616 10.393
C 5.312 21.684 9.977
O 5.553 21.309 8.695
H 7.409 22.140 10.172
H 6.388 22.807 11.527
H 6.399 23.609 9.923
H 4.315 22.071 10.139
H 5.374 20.727 10.565
H 4.848 21.662 8.139
C 9.830 26.548 8.657
O 11.149 26.117 8.430
N 9.237 27.349 7.853
N 9.178 26.219 9.733
H 9.690 27.572 6.976
H 8.183 27.325 7.825
H 9.639 25.400 10.185
H 8.132 26.299 9.912
C 2.799 22.455 7.893
O 1.810 21.651 8.477
N 2.953 23.705 8.045
N 3.636 21.950 7.031
H 2.233 24.223 8.584
H 3.861 24.166 7.819
H 3.496 20.899 6.857
H 4.335 22.479 6.450
C 7.608 30.287 7.114
O 8.896 30.309 6.632
N 7.359 29.800 8.320
N 6.541 30.769 6.522
H 8.199 29.512 8.871
H 6.501 29.969 8.833
H 6.684 31.059 5.565
H 5.599 30.844 6.936
C 6.072 26.422 8.557
O 5.431 25.223 8.181
N 6.535 27.282 7.650
N 6.498 26.612 9.833
H 6.519 27.033 6.650
H 6.751 28.297 7.888
H 6.131 25.943 10.521
H 6.837 27.529 10.203
C 10.419 29.475 10.585
O 11.115 30.518 11.269
N 10.109 29.541 9.352
N 10.027 28.361 11.129
H 10.272 30.413 8.863
H 9.781 28.810 8.687
H 10.343 28.278 12.079
H 9.721 27.520 10.634
C 3.975 24.588 11.601
O 5.228 25.144 11.851
H 3.333 25.108 12.302
H 3.767 23.565 11.922
H 3.677 24.729 10.550
H 5.367 25.053 12.779
C 8.455 23.881 7.475
O 8.410 23.143 6.250
H 9.471 23.942 7.900
H 7.803 23.575 8.308
H 8.306 24.950 7.143
H 9.127 23.408 5.629
C 5.076 31.081 9.735
O 4.705 30.239 8.621
H 6.181 31.328 9.784
H 4.806 30.602 10.661
H 4.491 31.990 9.659
H 3.772 30.267 8.399
C 8.494 25.968 3.405
O 9.366 26.755 2.765
H 8.225 26.321 4.388
H 8.794 24.976 3.488
H 7.529 25.993 2.870
H 9.613 26.259 1.951

Atomic partial charges in e from the Mulliken method, atoms 1 to 99:
1. C -0.9100
2. C -0.0757
3. O -0.5782
4. H -0.0452
5. H 0.2945
6. H 0.7978
7. H 0.3348
8. H -0.2125
9. H 0.3986
10. C -0.1768
11. C -0.5871
12. O -0.4695
13. H 0.5586
14. H -0.4191
15. H 0.0762
16. H 0.3360
17. H 0.3425
18. H 0.2687
19. C -0.4063
20. C -0.6410
21. O -0.4205
22. H 0.6169
23. H -0.0315
24. H -0.2963
25. H 0.6179
26. H 0.2752
27. H -0.0693
28. C 0.6143
29. C -0.7522
30. O -0.6927
31. H 0.4885
32. H -0.8547
33. H -0.1484
34. H 0.2539
35. H 0.4094
36. H 0.1210
37. C -0.0158
38. C 1.4281
39. O -0.6196
40. H 0.1007
41. H 0.4494
42. H -0.6080
43. H -0.6990
44. H -0.5420
45. H 0.3989
46. C -0.2398
47. C -0.6284
48. O -0.6376
49. H -0.3220
50. H 0.6087
51. H 0.1751
52. H 0.3163
53. H 0.3755
54. H 0.3089
55. C 0.7673
56. C -0.8284
57. O -0.6329
58. H 0.5241
59. H 0.3123
60. H -1.2820
61. H 0.2463
62. H 0.3178
63. H 0.3613
64. C 0.1716
65. O -0.8587
66. N 0.6714
67. N 2.0043
68. H 0.1692
69. H 0.1346
70. H -0.0698
71. H -0.6639
72. C 0.3951
73. O -0.8055
74. N -0.0533
75. N -0.4002
76. H 0.2261
77. H -0.2410
78. H 0.2752
79. H 0.4837
80. C 0.5183
81. O -0.7978
82. N 0.1181
83. N -0.0636
84. H -0.2286
85. H -0.2146
86. H 0.3277
87. H 0.1540
88. C -1.1094
89. O 0.9241
90. N 2.2685
91. N 2.5062
92. H -1.1427
93. H -0.9541
94. H -1.0664
95. H -0.7815
96. C 0.2892
97. O -0.7851
98. N 0.0574
99. N -0.1723

---

2.
# C24H13Co2N2O7

A molecular structure, C24H13Co2N2O7 at a distorted geometry (wB97M-V/def2-TZVPD, the Open Molecules 2025 dataset).

As for the net charge: -1. The calculation puts the frontier orbital gap at 5.4 eV. Its multiplicity is 1. The LUMO energy is 1.84 eV. Its highest occupied orbital energy is -3.61 eV. Its energy above the lowest of the compared OMol25 structures with the same formula, charge and spin is 0.1645 eV.

Positions of all 48 atoms, in Å:
O 0.982 5.372 -1.360
C 1.525 4.444 -1.780
Co 2.162 2.875 -2.307
C 1.244 2.613 -3.794
O 0.589 2.552 -4.745
C 3.742 3.493 -2.978
O 4.578 4.114 -3.474
C 2.468 1.599 -1.098
C 1.126 1.951 -1.190
C -0.106 1.691 -0.720
C -1.176 1.258 -1.617
C -2.399 1.953 -1.530
C -3.492 1.562 -2.290
C -3.404 0.446 -3.138
C -2.189 -0.245 -3.245
C -1.076 0.164 -2.512
Co 2.907 0.040 -2.268
C 4.557 0.412 -2.687
O 5.628 0.741 -2.986
C 2.250 -0.311 -3.870
O 1.887 -0.601 -4.933
C 2.850 -1.444 -1.324
O 2.799 -2.440 -0.728
H 3.067 1.662 -0.190
H -0.329 1.844 0.357
H -2.441 2.795 -0.835
H -4.421 2.123 -2.204
H -4.287 0.119 -3.698
H -2.122 -1.106 -3.906
H -0.130 -0.382 -2.586
O 0.153 0.571 3.612
C -0.067 -0.630 3.486
C -1.178 -1.465 4.029
C -0.938 -2.817 3.777
C -1.864 -3.788 4.172
C -3.044 -3.379 4.821
C -3.263 -2.013 5.092
C -2.320 -1.051 4.710
C 0.380 -3.012 3.062
C 0.807 -1.600 2.772
N 2.072 -1.255 2.494
N 3.152 -1.028 2.169
H -1.666 -4.843 3.969
H -3.792 -4.122 5.119
H -4.178 -1.700 5.602
H -2.444 0.011 4.914
H 1.118 -3.551 3.684
H 0.285 -3.622 2.150

Population analysis type Mulliken, resulting atomic charges in e:
1. O -0.3837
2. C 0.0696
3. Co 0.0598
4. C 0.0877
5. O -0.3661
6. C 0.3016
7. O -0.3816
8. C 0.1912
9. C -0.3892
10. C -1.0291
11. C 0.4510
12. C -0.3821
13. C -0.5151
14. C -0.3895
15. C -0.6430
16. C 0.2486
17. Co 0.1957
18. C 0.1932
19. O -0.4324
20. C 0.1123
21. O -0.4029
22. C 0.1900
23. O -0.4394
24. H 0.5901
25. H 0.5063
26. H 0.3981
27. H 0.3445
28. H 0.3349
29. H 0.3896
30. H 0.0909
31. O -0.7313
32. C 0.2825
33. C 0.2960
34. C 0.4336
35. C -0.5632
36. C -0.3699
37. C -0.4858
38. C -0.4257
39. C -0.8673
40. C 0.2489
41. N 0.7753
42. N -0.7456
43. H 0.3946
44. H 0.3572
45. H 0.3562
46. H 0.4640
47. H 0.2736
48. H 0.3062

---

3.
# C24H14Br4N2O2PS2V

A molecular structure, C24H14Br4N2O2PS2V (wB97M-V/def2-TZVPD, the Open Molecules 2025 dataset).

The calculation puts the frontier orbital gap (spin up / spin down) at 6.3 / 6.8 eV. Its multiplicity is 3. The LUMO energy (spin up / spin down) is -1.76 / -1.35 eV. Its highest occupied orbital energy (spin up / spin down) is -8.04 / -8.14 eV. Its energy above the lowest of the compared OMol25 structures with the same formula, charge and spin is 1.7309 eV.

Positions of all 50 atoms, in Å:
V -1.810 0.459 -0.734
Br -8.242 -1.934 -1.356
C -6.635 -0.979 -1.596
C -6.549 0.011 -2.574
Br -8.027 0.417 -3.670
C -5.354 0.718 -2.750
Br -5.132 2.066 -4.037
C -4.279 0.408 -1.941
O -3.081 1.006 -1.999
C -4.355 -0.579 -0.943
O -3.251 -0.737 -0.236
C -5.543 -1.279 -0.777
Br -5.588 -2.592 0.566
S 2.710 1.377 0.211
P 1.797 -0.114 1.058
S -0.271 -0.155 0.783
C 1.999 -0.195 2.859
C 0.950 -0.270 3.765
C 1.216 -0.343 5.126
C 2.524 -0.348 5.582
C 3.575 -0.274 4.676
C 3.316 -0.195 3.319
C 2.305 -1.750 0.462
C 1.681 -2.896 0.950
C 2.096 -4.143 0.517
C 3.136 -4.250 -0.399
C 3.760 -3.110 -0.880
C 3.346 -1.857 -0.450
H -0.073 -0.275 3.416
H 0.394 -0.398 5.828
H 2.729 -0.407 6.642
H 4.598 -0.274 5.028
H 4.135 -0.120 2.615
H 0.867 -2.814 1.660
H 1.607 -5.033 0.893
H 3.457 -5.227 -0.737
H 4.571 -3.193 -1.592
H 3.821 -0.957 -0.819
N 2.591 5.775 -3.779
C 1.934 4.962 -3.307
C 1.108 3.945 -2.716
C 0.950 2.717 -3.349
C 0.146 1.772 -2.744
N -0.476 1.994 -1.585
C -0.314 3.171 -0.978
C 0.465 4.180 -1.507
H 1.440 2.501 -4.286
H -0.006 0.802 -3.201
H -0.812 3.300 -0.025
H 0.574 5.119 -0.986

Population analysis type Mulliken, resulting atomic charges in e:
1. V 0.4822
2. Br -0.1568
3. C 0.1465
4. C 0.2568
5. Br -0.1588
6. C -0.4334
7. Br -0.1164
8. C 0.6317
9. O -0.6989
10. C 0.7493
11. O -0.7674
12. C -0.4247
13. Br -0.1101
14. S -0.3838
15. P 0.8883
16. S 0.0395
17. C 0.5394
18. C -0.1690
19. C -0.6492
20. C -0.4124
21. C -0.6471
22. C -0.6018
23. C 0.3702
24. C -0.4367
25. C -0.6459
26. C -0.4016
27. C -0.5714
28. C -0.3406
29. H 0.2834
30. H 0.3942
31. H 0.3732
32. H 0.3839
33. H 0.3606
34. H 0.3733
35. H 0.3902
36. H 0.3830
37. H 0.3909
38. H 0.3451
39. N -0.4213
40. C -0.2451
41. C 0.7601
42. C -0.5573
43. C -0.4396
44. N 0.3340
45. C -0.3818
46. C -0.5646
47. H 0.4839
48. H 0.4726
49. H 0.4216
50. H 0.4817

---

Which of these has the highest multiplicity?
C24H14Br4N2O2PS2V